Entry 1:
The following is a DFT calculation (ωB97M-V/def2-TZVPD) of a molecular structure, C37H40BiIN6O7Si.

Geometry as XYZ:
```
93
Properties=species:S:1:pos:R:3:forces:R:3
Bi 0.1753 0.2924 0.6361 -0.2 0.3 0.2
N 1.0665 -2.9440 3.7597 -0.2 0.0 0.0
N 0.6284 -1.7120 4.3151 0.0 0.0 -0.1
C 0.6526 -0.5359 3.5446 0.3 0.2 0.1
O -0.0147 0.4281 3.9295 -0.2 -0.2 -0.1
O 1.4433 -0.5575 2.5238 -0.3 -0.3 0.0
H 0.5574 -3.1270 2.8934 0.0 0.0 -0.1
H 2.0224 -2.7841 3.4684 0.1 0.0 0.1
H -0.2303 -1.8068 4.8313 0.0 0.0 0.1
I -1.6196 -0.6476 -2.1790 0.0 0.0 -0.1
C 0.2657 -0.8322 -3.0483 0.0 0.0 0.0
C 0.3318 -0.7963 -4.4140 0.1 0.0 -0.1
C 1.5400 -1.0840 -5.0820 -0.1 0.0 0.0
C 2.6275 -1.4724 -4.3622 0.0 0.0 0.1
C 2.5804 -1.5257 -2.9476 0.0 0.0 0.0
C 3.6999 -2.0100 -2.2268 0.0 0.0 -0.1
C 3.6643 -2.0784 -0.8698 0.0 0.0 0.1
C 2.5550 -1.5573 -0.1659 0.0 0.0 0.0
C 1.4559 -1.0377 -0.8066 -0.1 0.0 -0.3
C 1.4104 -1.1173 -2.2415 0.1 0.0 0.1
H -0.5580 -0.5664 -4.9851 0.0 0.0 0.0
H 1.5815 -1.0310 -6.1636 0.0 0.0 0.0
H 3.5522 -1.7489 -4.8576 0.0 0.0 0.0
H 4.5761 -2.3280 -2.7824 0.0 0.0 0.0
H 4.5087 -2.4775 -0.3183 0.0 0.0 0.0
H 2.6039 -1.5079 0.9173 0.0 0.0 0.0
O -3.1903 0.4825 0.2179 0.1 0.0 0.0
C -3.6843 1.7988 -0.0522 0.1 0.0 0.1
C -2.9510 2.9039 -0.4655 0.0 -0.1 -0.1
C -3.7008 4.0952 -0.7043 0.0 0.1 0.0
C -3.1323 5.2929 -1.1139 0.0 -0.1 0.0
C -1.7757 5.4235 -1.3508 0.0 0.0 0.0
C -1.0172 4.2688 -1.1601 0.0 -0.1 0.0
C -1.5179 3.0303 -0.7482 0.0 0.0 -0.1
O -0.6528 2.0163 -0.6939 0.0 -0.1 0.2
N -3.9901 6.4473 -1.3141 0.0 -0.1 0.0
O -5.1980 6.3304 -1.1448 -0.1 0.0 0.0
O -3.4862 7.5145 -1.6497 0.1 0.1 0.0
H -4.7546 1.8717 0.0803 0.0 0.0 0.0
H -4.7726 4.0633 -0.5638 0.0 0.0 0.0
H -1.3441 6.3577 -1.6725 0.0 0.0 0.0
H 0.0483 4.3083 -1.3562 0.0 0.0 0.0
C -2.3453 -4.6451 3.0682 0.0 0.0 0.0
N -1.8609 -5.5314 2.0063 0.0 0.0 0.0
C -0.7170 -6.3220 2.4416 -0.1 0.0 0.0
C -1.5691 -4.7734 0.8209 0.1 0.0 -0.1
N -0.5659 -3.9890 0.8187 0.0 0.0 0.1
N -2.4302 -5.0403 -0.2216 0.0 -0.1 0.0
C -2.3279 -4.3254 -1.4732 0.1 0.0 0.0
C -3.6886 -5.7389 -0.0580 0.0 0.1 0.0
H -2.9201 -5.2291 3.7924 0.0 0.0 0.0
H -2.9844 -3.8695 2.6458 0.0 0.0 0.0
H -1.5207 -4.1437 3.5874 0.0 0.0 0.0
H 0.1436 -5.7043 2.7145 0.0 0.1 0.0
H -0.4239 -7.0088 1.6456 0.0 0.0 0.0
H -1.0156 -6.9118 3.3119 0.0 0.0 0.0
H -0.4666 -3.4421 -0.0318 0.0 0.0 0.1
H -1.3092 -3.9964 -1.6647 0.0 0.0 0.0
H -2.9746 -3.4450 -1.5032 0.0 0.0 0.1
H -2.6203 -5.0019 -2.2807 0.0 0.0 0.0
H -3.7094 -6.2401 0.9019 0.0 0.0 0.0
H -3.8062 -6.4788 -0.8564 0.0 0.0 0.0
H -4.5330 -5.0413 -0.1205 0.0 0.0 0.0
C 2.2002 5.6096 3.0749 0.0 0.0 0.0
C 3.3104 4.7782 3.1428 0.0 0.0 0.0
C 3.3717 3.6380 2.3516 0.0 0.1 0.0
C 2.3342 3.3087 1.4750 0.0 0.0 0.0
C 1.2190 4.1489 1.4345 0.0 0.0 0.0
C 1.1535 5.2922 2.2196 0.0 0.0 0.0
Si 2.3992 1.7081 0.4880 0.1 0.0 0.0
C 2.9525 1.8919 -1.3134 -0.1 0.0 0.0
C 4.2661 1.5562 -1.6521 0.0 0.1 0.0
C 4.6977 1.5536 -2.9733 0.0 0.0 0.0
C 3.8117 1.8788 -3.9900 0.0 0.0 0.0
C 2.4980 2.2035 -3.6769 0.0 0.0 0.0
C 2.0708 2.2063 -2.3555 0.1 0.0 0.0
H 2.1444 6.4944 3.6990 0.0 0.0 0.0
H 4.1247 5.0121 3.8198 0.0 0.0 0.0
H 4.2377 2.9877 2.4220 0.0 0.0 0.0
H 0.3807 3.9074 0.7921 0.0 0.0 0.0
H 0.2746 5.9236 2.1662 0.0 0.0 0.0
H 3.5345 0.9459 1.0838 -0.1 0.0 0.0
H 4.9616 1.2753 -0.8673 0.0 0.0 0.0
H 5.7210 1.2809 -3.2082 0.0 0.0 0.0
H 4.1387 1.8619 -5.0238 0.0 0.0 0.0
H 1.7920 2.4348 -4.4662 0.0 0.0 0.0
H 1.0298 2.4036 -2.1258 0.0 0.0 0.0
C -3.5719 0.8872 2.5986 0.1 0.0 0.0
C -3.3313 -0.0445 1.4403 0.0 0.0 -0.2
O -3.2265 -1.2468 1.5755 0.0 0.0 0.0
H -3.7592 0.2822 3.4822 0.0 0.0 0.0
H -4.3830 1.5836 2.4085 0.0 0.0 0.0
H -2.6647 1.4746 2.7566 0.0 0.0 0.0
```
Positions in Å, forces in eV/Å.

## Properties
ΔE to the lowest compared entry with this formula, charge and spin	40.6	kcal per mole
maximum force	0.429	eV Å⁻¹
total charge	-2
highest occupied orbital energy	0.0012	Ha

=====

Entry 2:
The following is a DFT calculation (ωB97M-V/def2-TZVPD) of a molecular structure, C37H40EuO2P2 at a distorted geometry.

Geometry as XYZ:
```
82
Properties=species:S:1:pos:R:3:forces:R:3
Eu 1.1270 -1.2378 0.5099 0.4 -1.1 -0.2
C -2.5967 0.1856 5.9762 0.0 -1.1 -0.4
C -2.6379 0.1548 4.6411 -0.6 -0.4 -0.7
C -3.2015 1.1751 3.7193 0.4 1.5 -0.2
C -2.1098 2.0057 3.0376 -0.1 -0.1 -0.5
C -1.0007 2.3891 3.9494 0.3 1.9 0.8
C -1.1731 2.7913 5.2316 0.6 0.0 -1.5
C -2.3684 2.6936 6.1215 -0.2 0.3 1.3
C -2.3589 1.3359 6.8847 -1.0 0.8 -0.2
C 1.9621 0.0894 3.0973 2.2 1.6 -2.8
H -2.6982 -0.8026 6.4154 1.1 -0.1 0.4
H -2.2647 -0.6992 4.0802 -0.7 -0.8 0.5
H -3.8273 1.8430 4.3236 -0.1 -0.3 -0.6
H -3.7867 0.7916 2.8686 -0.1 -0.5 0.8
H -1.7375 1.4975 2.1286 0.0 0.1 0.4
H -2.5859 2.9256 2.6780 0.2 0.0 -0.2
H -0.0614 2.6883 3.4417 -0.4 -0.4 0.5
H -0.3569 3.3261 5.7274 0.1 -0.5 -0.3
H -3.3759 2.9230 5.6909 1.1 -0.2 0.3
H -2.1615 3.4727 6.8806 -0.5 -0.3 -0.2
H -1.3720 1.1912 7.3489 0.0 0.0 -0.2
H -3.0514 1.3648 7.7342 -0.1 0.0 -0.1
H 2.9649 -0.2173 3.4477 -0.4 0.4 0.2
H 1.6685 1.0925 3.4073 0.4 0.0 0.5
H 2.0912 0.2556 1.9775 -0.2 -0.3 1.2
P 0.1925 -2.2421 -2.3131 -1.7 -0.4 -0.3
P 2.0913 0.3137 -2.8792 0.4 0.6 -1.3
C -0.4587 -0.6781 -2.9934 0.4 1.2 -0.5
C 0.3451 0.3459 -3.3576 -0.9 -0.9 -0.1
C -0.5253 -3.3590 -3.6527 0.4 -0.3 0.1
C -1.6440 -3.0373 -4.4409 0.1 -0.1 -0.1
C -2.0344 -3.8679 -5.4971 0.2 0.1 0.2
C -1.3356 -5.0394 -5.7761 0.2 0.1 0.4
C -0.2592 -5.3976 -4.9627 -0.1 0.1 0.0
C 0.1484 -4.5677 -3.9179 -0.2 0.4 0.0
C -1.1149 -2.3015 -1.0357 0.1 -0.8 -1.0
C -1.2699 -1.1346 -0.2135 0.9 0.7 0.2
C -1.7771 -1.3551 1.0759 -1.7 -0.4 0.3
C -2.5612 -2.4891 1.3410 0.9 1.7 0.7
C -2.7626 -3.4172 0.3198 -0.3 -1.2 -1.2
C -1.9977 -3.3818 -0.8480 -0.2 0.4 0.7
C 2.7061 0.8980 -4.5792 0.1 0.0 0.0
C 2.4501 0.0737 -5.6958 0.1 0.3 0.1
C 2.8348 0.4662 -6.9816 0.0 0.2 0.2
C 3.4744 1.6931 -7.1863 0.0 -0.1 0.3
C 3.7396 2.5120 -6.0883 -0.1 -0.2 0.1
C 3.3697 2.1160 -4.7957 -0.1 -0.1 -0.1
C 2.1835 1.8885 -1.9492 0.2 0.0 0.2
C 3.3280 2.0561 -1.1479 -0.3 0.2 -0.2
C 3.4966 3.2278 -0.4169 -0.1 0.2 0.0
C 2.5103 4.2226 -0.4500 -0.1 -0.2 -0.1
C 1.3587 4.0426 -1.2243 0.1 -0.2 0.1
C 1.1909 2.8718 -1.9686 0.3 0.2 0.2
H -1.5637 -0.6188 -3.0293 0.7 0.1 -0.4
H -0.0109 1.1691 -3.9976 -0.1 -0.2 0.6
H -2.2253 -2.1284 -4.2793 0.3 -0.3 0.1
H -2.8838 -3.5808 -6.1118 0.1 0.0 0.1
H -1.6253 -5.6727 -6.6108 0.0 0.1 0.2
H 0.2805 -6.3211 -5.1537 -0.1 0.1 0.0
H 1.0093 -4.8444 -3.3068 -0.2 0.1 -0.2
H -0.8188 -0.1397 -0.4751 -0.8 -0.7 -0.1
H -1.6038 -0.5810 1.8183 -0.5 -0.2 0.0
H -3.0358 -2.6155 2.3213 0.3 0.0 -0.4
H -3.4915 -4.2191 0.4516 0.2 0.2 0.0
H -2.1070 -4.1625 -1.6108 0.2 0.2 0.4
H 1.9309 -0.8782 -5.5653 0.1 0.2 0.0
H 2.6351 -0.1792 -7.8368 0.0 0.1 0.3
H 3.7740 2.0039 -8.1889 -0.1 -0.1 0.3
H 4.2364 3.4711 -6.2362 -0.1 -0.2 0.1
H 3.5905 2.7785 -3.9568 -0.1 -0.2 -0.2
H 4.0743 1.2580 -1.1107 -0.2 0.3 0.0
H 4.3958 3.3598 0.1871 -0.3 0.0 -0.1
H 2.6249 5.1238 0.1519 0.0 -0.2 -0.2
H 0.5772 4.8030 -1.2471 0.2 -0.2 0.1
H 0.2795 2.7246 -2.5461 0.3 0.1 0.1
C 1.2398 -1.2560 6.0695 -0.1 -1.0 0.3
O 0.8759 -0.5512 4.9064 -0.5 0.0 -0.2
C 0.9637 -0.8046 3.5943 -3.5 -1.9 0.0
O 0.1332 -1.4923 2.9489 3.1 1.4 1.9
H 2.3265 -1.3611 6.1746 -0.1 0.7 0.0
H 0.9000 -2.2947 6.0921 -0.5 0.1 -0.2
H 0.7516 -0.6855 6.8634 0.5 -0.3 0.1
```
Positions in Å, forces in eV/Å.

## Properties
ΔE to the lowest compared entry with this formula, charge and spin	196.9	kcal per mole
maximum force	4.018	eV Å⁻¹
total charge	0
highest occupied orbital energy (spin up / spin down)	-0.1397 / -0.2211	Ha
2S+1	8